Computed, not measured: a 6-piece molecular cluster, C32H62ClN2O16P2 overall, with the ωB97M-V functional and the def2-TZVPD basis.

frontier orbital gap	0.1734	Ha
HOMO energy	-3.25	eV
energy	-3712.47524	hartree

Geometry as ORCA input:
```
! wB97M-V def2-TZVPD RIJCOSX def2/J DEFGRID3
* xyz -1 1
C 3.134 -1.144 3.546
C 2.783 -1.470 1.944
N 2.273 -0.223 1.236
P 1.746 -0.613 -0.461
Cl -0.057 -1.532 0.174
C 3.436 0.087 -1.033
C 4.675 -1.031 -0.978
N 5.668 -0.599 -2.071
C 0.985 1.090 -0.757
C -0.222 1.591 0.189
C -1.634 1.748 -0.697
C -2.713 0.552 -0.447
C -3.024 0.182 1.116
C -4.146 -1.058 1.075
C -3.658 -2.406 1.867
C -4.336 -3.809 1.300
C -3.570 -4.446 -0.003
C -2.355 -5.503 0.444
O -1.278 -4.810 1.168
C -0.069 -5.650 1.291
P 1.136 -1.126 -2.535
C -0.212 -2.477 -2.551
C 2.631 -1.590 -3.617
H 3.376 -0.001 3.730
H 4.126 -1.725 3.871
H 2.294 -1.524 4.272
H 1.990 -2.330 1.971
H 3.767 -1.918 1.499
H 1.467 0.091 1.817
H 2.395 -1.885 -0.280
H 3.359 0.640 -2.062
H 3.763 0.919 -0.240
H 4.324 -2.114 -1.291
H 5.192 -1.096 0.069
H 5.543 0.423 -2.285
H 5.448 -1.089 -2.979
H 0.625 1.157 -1.893
H 1.867 1.891 -0.685
H -0.379 1.054 1.212
H 0.028 2.725 0.482
H -1.445 1.824 -1.849
H -2.147 2.780 -0.385
H -2.366 -0.404 -1.034
H -3.740 0.886 -0.932
H -2.099 -0.186 1.738
H -3.526 1.091 1.653
H -5.216 -0.671 1.410
H -4.281 -1.378 -0.067
H -2.498 -2.556 1.813
H -3.963 -2.312 3.006
H -4.262 -4.624 2.162
H -5.484 -3.697 1.031
H -4.361 -5.132 -0.576
H -3.098 -3.653 -0.732
H -1.938 -6.015 -0.549
H -2.890 -6.346 1.097
H 0.173 -6.208 0.272
H 0.878 -4.992 1.544
H -0.144 -6.446 2.173
H 0.053 -3.447 -1.916
H -0.279 -2.868 -3.677
H -1.310 -2.074 -2.316
H 3.200 -2.524 -3.198
H 2.228 -1.914 -4.693
H 3.325 -0.653 -3.817
C 6.134 -3.787 -3.960
C 6.472 -5.027 -4.721
O 5.382 -5.887 -4.444
C 4.326 -5.091 -4.104
O 3.181 -5.488 -3.968
O 4.719 -3.794 -3.938
H 6.510 -2.883 -4.447
H 6.504 -3.815 -2.929
H 6.521 -4.855 -5.802
H 7.413 -5.475 -4.390
C -2.989 -6.661 4.198
C -1.982 -5.584 4.441
O -2.415 -5.002 5.656
C -3.153 -5.947 6.308
O -3.539 -5.845 7.461
O -3.401 -7.021 5.503
H -2.562 -7.521 3.675
H -3.860 -6.301 3.639
H -0.971 -5.980 4.579
H -1.966 -4.841 3.639
C -2.353 7.107 1.689
C -2.130 5.774 2.327
O -2.716 4.872 1.408
C -2.722 5.492 0.191
O -3.000 4.941 -0.861
O -2.374 6.807 0.306
H -1.554 7.818 1.919
H -3.314 7.550 1.970
H -1.067 5.533 2.430
H -2.609 5.696 3.306
C -0.068 4.322 -4.451
C -0.496 2.951 -4.862
O 0.697 2.370 -5.352
C 1.733 3.040 -4.767
O 2.901 2.694 -4.831
O 1.292 4.147 -4.101
H -0.642 4.700 -3.600
H -0.132 5.044 -5.272
H -0.859 2.355 -4.018
H -1.265 2.970 -5.639
C -0.663 10.666 2.357
C -1.181 12.042 2.623
O -2.584 11.864 2.639
C -2.815 10.553 2.945
O -3.912 10.090 3.209
O -1.657 9.830 2.918
H 0.306 10.487 2.831
H -0.581 10.449 1.287
H -0.862 12.428 3.597
H -0.889 12.754 1.845
*
```

Computed, not measured: C12H23N2O6Pt as an isolated structure, with the ωB97M-V functional and the def2-TZVPD basis.

relative energy (zero: lowest compared OMol25 entry of this formula, charge and spin)	2.011	eV
frontier orbital gap (spin up / spin down)	0.2494 / 0.2496	Ha
HOMO energy (spin up / spin down)	-11.99 / -11.99	eV
energy	-1151.02039	hartree

Geometry as ORCA input:
```
! wB97M-V def2-TZVPD RIJCOSX def2/J DEFGRID3
* xyz 1 1
Pt -0.591 -0.112 -0.133
O 2.920 -0.358 2.268
C 1.639 -0.424 2.012
O 0.991 0.501 1.561
C 1.032 -1.778 2.371
O 0.025 -2.158 1.450
C 0.474 -3.025 0.438
C 1.495 -2.294 -0.552
O 2.465 -2.920 -0.887
O 1.145 -1.122 -0.854
H 3.314 0.496 2.015
H 0.548 -1.680 3.350
H 1.826 -2.527 2.439
H -0.408 -3.308 -0.145
H 0.976 -3.907 0.845
C -1.187 0.310 -4.928
C -1.142 0.882 -3.519
O -0.811 -0.122 -2.561
H -1.469 1.090 -5.629
H -1.914 -0.496 -4.993
H -0.213 -0.080 -5.213
H -2.129 1.249 -3.232
H -0.431 1.716 -3.462
H 0.087 -0.437 -2.750
C -2.649 0.355 2.006
C -4.087 0.795 2.416
N -4.845 1.084 1.224
C -4.930 -0.084 0.382
C -3.495 -0.474 -0.080
N -2.527 0.438 0.546
C -2.797 1.814 0.108
C -4.260 2.188 0.510
H -2.458 -0.675 2.314
H -1.895 1.001 2.458
H -4.067 1.689 3.039
H -4.592 0.004 2.972
H -5.573 0.136 -0.472
H -5.392 -0.890 0.954
H -3.399 -0.391 -1.165
H -3.255 -1.498 0.216
H -2.677 1.869 -0.977
H -2.077 2.486 0.582
H -4.864 2.394 -0.373
H -4.280 3.074 1.147
*
```

Computed, not measured: C18H23CrN6OSe as an isolated structure, with the ωB97M-V functional and the def2-TZVPD basis.

relative energy (zero: lowest compared OMol25 entry of this formula, charge and spin)	0.000	eV
frontier orbital gap (spin up / spin down)	0.2685 / 0.2751	Ha
HOMO energy (spin up / spin down)	-14.61 / -14.62	eV
energy	-4548.91435	hartree

Geometry as ORCA input:
```
! wB97M-V def2-TZVPD RIJCOSX def2/J DEFGRID3
* xyz 2 2
Cr -0.467 -0.008 0.519
N -0.530 0.281 2.695
C -0.404 -0.888 3.603
C -1.189 -2.080 3.065
C -0.409 -2.878 2.027
N -0.416 -2.217 0.692
H 0.107 1.013 3.006
H -1.458 0.669 2.838
H -0.749 -0.629 4.604
H 0.648 -1.164 3.687
H -2.131 -1.742 2.621
H -1.440 -2.739 3.896
H -0.839 -3.876 1.942
H 0.625 -2.998 2.350
H -1.292 -2.459 0.234
H 0.308 -2.639 0.118
Se 5.023 0.276 -4.710
N 3.274 0.233 -4.815
C 2.802 0.183 -3.593
C 1.394 0.125 -3.269
C 0.369 0.152 -4.221
C -0.939 0.083 -3.787
C -1.202 -0.020 -2.427
N -0.241 -0.047 -1.507
C 1.044 0.035 -1.920
C 2.038 0.028 -0.871
N 1.563 -0.060 0.400
C 2.458 -0.066 1.392
C 3.826 0.024 1.189
C 4.313 0.115 -0.100
C 3.403 0.107 -1.160
C 3.793 0.175 -2.551
N 5.038 0.218 -2.958
H 0.626 0.217 -5.270
H -1.761 0.106 -4.488
H -2.218 -0.072 -2.060
H 2.069 -0.150 2.397
H 4.489 0.033 2.042
H 5.372 0.196 -0.310
C -3.055 2.717 -0.629
C -3.219 1.478 0.248
C -3.814 1.828 1.611
O -1.976 0.832 0.425
H -4.032 3.137 -0.857
H -2.558 2.462 -1.565
H -2.460 3.467 -0.104
H -3.894 0.775 -0.255
H -3.094 2.413 2.189
H -4.087 0.923 2.157
H -4.710 2.430 1.480
*
```

Computed, not measured: a 4-piece molecular cluster, C18H33N2O9 overall, with the ωB97M-V functional and the def2-TZVPD basis.

relative energy (zero: lowest compared OMol25 entry of this formula, charge and spin)	1.178	eV
frontier orbital gap	0.2971	Ha
HOMO energy	-12.96	eV
energy	-1492.09927	hartree

Geometry as ORCA input:
```
! wB97M-V def2-TZVPD RIJCOSX def2/J DEFGRID3
* xyz 1 1
C 3.640 -2.957 -0.162
C 2.519 -2.466 -1.123
C 3.081 -2.121 -2.508
C 1.797 -1.260 -0.527
C 0.792 -1.608 0.595
C -0.286 -2.476 0.051
C -0.412 -3.851 0.300
C -1.445 -4.517 -0.320
C -2.331 -3.813 -1.155
N -2.201 -2.533 -1.368
N -1.187 -1.940 -0.761
H 3.365 -3.909 0.285
H 4.569 -3.078 -0.706
H 3.770 -2.251 0.654
H 1.839 -3.309 -1.261
H 4.087 -1.719 -2.446
H 3.155 -3.039 -3.091
H 2.425 -1.455 -3.062
H 2.527 -0.555 -0.137
H 1.257 -0.723 -1.312
H 0.366 -0.710 1.037
H 1.302 -2.163 1.379
H 0.298 -4.336 0.948
H -1.599 -5.575 -0.168
H -3.145 -4.316 -1.650
H -1.102 -0.946 -0.958
C -1.596 -0.103 -3.752
O -0.665 0.899 -3.342
C -0.323 1.766 -4.313
O -0.736 1.739 -5.436
O 0.531 2.637 -3.793
C 0.982 3.650 -4.707
H -1.774 -0.705 -2.869
H -2.536 0.330 -4.087
H -1.174 -0.731 -4.536
H 0.141 4.241 -5.061
H 1.502 3.197 -5.547
H 1.663 4.279 -4.145
C -2.346 5.805 2.044
O -2.304 4.411 1.711
C -1.487 4.112 0.710
O -0.807 4.879 0.085
O -1.543 2.788 0.508
C -0.702 2.334 -0.551
H -3.046 5.896 2.868
H -1.364 6.153 2.356
H -2.698 6.389 1.197
H 0.344 2.545 -0.334
H -0.982 2.785 -1.496
H -0.847 1.256 -0.614
C 1.017 -0.608 6.819
O 0.336 -1.129 5.669
C -0.439 -0.247 5.049
O -0.600 0.902 5.351
O -1.016 -0.862 4.006
C -1.883 -0.020 3.244
H 1.605 -1.429 7.219
H 1.674 0.211 6.535
H 0.302 -0.271 7.565
H -1.330 0.818 2.818
H -2.704 0.350 3.853
H -2.279 -0.642 2.443
*
```

Computed, not measured: a 4-piece molecular cluster, C29H25BN5O17P overall, with the ωB97M-V functional and the def2-TZVPD basis.

frontier orbital gap	0.2628	Ha
HOMO energy	-9.48	eV
energy	-3038.83824	hartree
SMILES string	CCB(O)[C@](C#N)(ON=O)[C@@](C#N)(c1cccnc1)P(=N)(O)O.O=C1C=C(O)C(=O)C=C1O.O=C1C=C(O)C(=O)C=C1O.O=C1C=C(O)C(=O)C=C1O

Geometry as ORCA input:
```
! wB97M-V def2-TZVPD RIJCOSX def2/J DEFGRID3
* xyz 0 1
C 4.042 -0.551 0.728
C 2.897 0.426 0.043
B 2.448 -0.094 -1.415
O 3.545 -0.261 -2.387
C 0.970 -0.502 -1.952
C 1.142 -1.515 -3.227
N 1.427 -2.446 -3.963
O 0.335 0.699 -2.550
N 1.154 1.262 -3.482
O 0.445 1.581 -4.391
C -0.048 -1.199 -0.937
C -1.391 -1.503 -1.822
N -2.380 -1.694 -2.501
C 0.372 -2.619 -0.335
C -0.685 -3.294 0.656
C -0.176 -4.698 1.178
C 1.171 -5.371 0.795
N 2.071 -4.724 -0.103
C 1.644 -3.456 -0.610
P -0.708 -0.042 0.472
N -0.078 -0.433 1.916
O -2.430 -0.105 0.467
O -0.296 1.596 0.225
H 4.901 -0.597 -0.031
H 3.554 -1.565 0.953
H 4.398 -0.004 1.668
H 2.061 0.647 0.786
H 3.454 1.438 -0.124
H 4.009 -1.115 -2.213
H -1.686 -2.826 0.935
H -0.865 -5.265 1.911
H 1.395 -6.417 1.239
H 2.395 -2.989 -1.364
H -0.883 -0.687 2.535
H -2.755 -0.946 0.861
H -0.500 2.128 1.032
O -3.050 1.472 -9.691
C -2.044 1.955 -9.197
C -1.224 2.949 -9.898
C -0.121 3.442 -9.331
O 0.650 4.370 -9.971
C 0.319 3.002 -7.977
O 1.344 3.460 -7.497
C -0.514 2.026 -7.266
C -1.619 1.536 -7.831
O -2.404 0.629 -7.180
H -1.553 3.258 -10.881
H 1.386 4.564 -9.357
H -0.193 1.728 -6.276
H -3.137 0.430 -7.797
O 5.442 3.453 5.530
C 4.560 2.613 5.464
C 3.937 2.225 4.193
C 2.962 1.314 4.162
O 2.378 0.943 2.987
C 2.470 0.662 5.410
O 1.565 -0.153 5.348
C 3.109 1.032 6.678
C 4.086 1.941 6.707
O 4.690 2.292 7.880
H 4.303 2.708 3.296
H 1.702 0.273 3.229
H 2.754 0.539 7.573
H 5.358 2.964 7.636
O -2.760 -1.116 3.131
C -3.859 -0.925 3.634
C -4.263 0.383 4.159
C -5.466 0.550 4.716
O -5.854 1.761 5.205
C -6.434 -0.578 4.826
O -7.516 -0.394 5.356
C -6.038 -1.880 4.278
C -4.838 -2.046 3.719
O -4.458 -3.253 3.204
H -3.551 1.192 4.075
H -6.758 1.623 5.554
H -6.757 -2.686 4.349
H -3.553 -3.116 2.861
*
```

Computed, not measured: an isolated ion of composition C9H10N3 and charge +1, with the ωB97M-V functional and the def2-TZVPD basis.

relative energy (zero: lowest compared OMol25 entry of this formula, charge and spin)	0.000	eV
frontier orbital gap (spin up / spin down)	0.2288 / 0.2152	Ha
HOMO energy (spin up / spin down)	-9.13 / -12.84	eV
energy	-512.75309	hartree

Geometry as ORCA input:
```
! wB97M-V def2-TZVPD RIJCOSX def2/J DEFGRID3
* xyz 1 3
C 1.906 -0.832 -2.638
C 2.158 -0.946 -1.298
C 0.797 -0.208 -3.141
C 1.306 -0.460 -0.305
C -0.089 0.279 -2.206
C 0.196 0.241 -0.783
C -1.799 1.162 -1.133
C -0.360 0.699 1.597
C -1.092 0.071 2.505
N -1.314 0.859 -2.302
N -0.840 0.802 -0.123
N -0.959 -0.066 3.889
H 2.486 -1.181 -3.482
H 3.028 -1.473 -1.140
H 0.650 -0.108 -4.154
H 1.618 -0.538 0.817
H -2.714 1.724 -1.122
H -1.852 -0.695 1.983
H 0.420 1.431 1.844
H -0.835 0.833 4.359
H -1.830 0.857 -3.171
H -1.562 -0.617 4.463
*
```

Computed, not measured: a 2-piece molecular cluster, C30H36FNO3 overall, with the ωB97M-V functional and the def2-TZVPD basis.

relative energy (zero: lowest compared OMol25 entry of this formula, charge and spin)	0.000	eV
frontier orbital gap	0.2288	Ha
HOMO energy	-7.24	eV
energy	-1545.03345	hartree

Geometry as ORCA input:
```
! wB97M-V def2-TZVPD RIJCOSX def2/J DEFGRID3
* xyz 0 1
C -4.633 -1.191 2.489
C -3.917 -1.564 1.185
C -3.828 -3.088 1.128
C -4.775 -1.093 0.007
C -2.525 -0.885 1.101
C -1.376 -1.559 0.814
C -0.072 -0.960 0.928
C 1.075 -1.714 0.631
C 2.417 -1.365 0.985
C 2.929 -0.048 0.822
C 4.228 0.234 1.202
F 4.726 1.494 0.935
C 5.065 -0.692 1.811
C 4.568 -1.991 1.982
C 3.308 -2.339 1.519
C -0.015 0.387 1.407
C -1.113 1.195 1.474
C -1.011 2.714 1.755
C -1.577 3.494 0.565
C 0.434 3.176 1.954
C -1.800 3.074 3.018
C -2.432 0.580 1.256
O -3.466 1.285 1.170
H -4.785 -0.111 2.545
H -5.610 -1.690 2.535
H -4.034 -1.516 3.346
H -3.413 -3.431 0.175
H -3.221 -3.477 1.952
H -4.839 -3.505 1.226
H -4.278 -1.337 -0.939
H -5.756 -1.584 0.027
H -4.915 -0.010 0.063
H -1.423 -2.613 0.526
H 0.910 -2.716 0.226
H 2.335 0.759 0.398
H 6.061 -0.392 2.120
H 5.181 -2.729 2.494
H 2.933 -3.356 1.640
H 0.944 0.781 1.731
H -2.636 3.257 0.439
H -1.462 4.573 0.733
H -1.039 3.221 -0.350
H 0.903 2.675 2.809
H 1.041 3.017 1.051
H 0.428 4.255 2.164
H -1.410 2.500 3.866
H -1.690 4.145 3.229
H -2.857 2.835 2.871
C -1.844 2.460 -3.185
C -1.429 1.018 -3.108
O -0.258 0.971 -2.265
C 0.452 -0.190 -2.433
C 1.761 -0.038 -1.885
N 2.823 -0.714 -2.459
C 2.680 -1.994 -2.965
C 3.783 -2.618 -3.518
C 5.037 -2.005 -3.518
C 5.169 -0.762 -2.894
C 4.074 -0.140 -2.352
O -0.046 -1.164 -3.003
H -2.874 2.509 -3.542
H -1.770 2.970 -2.221
H -1.208 2.981 -3.909
H -2.201 0.374 -2.663
H -1.173 0.653 -4.110
H 2.014 0.958 -1.534
H 1.679 -2.428 -2.940
H 3.635 -3.607 -3.945
H 5.908 -2.492 -3.948
H 6.122 -0.251 -2.795
H 4.088 0.813 -1.824
*
```

| no. | F_max (eV Å⁻¹) |
| --- | --- |
| 1 | 3.61 |
| 2 | 4.17 |
| 3 | 1.91 |
| 4 | 0.85 |
| 5 | 7.22 |
| 6 | 5.41 |
| 7 | 3.09 |